--- a ---
Formula: C4H13N2
Source: OMol25
Level of theory: ωB97M-V/def2-TZVPD

The geometry in ORCA input format:
```
! wB97M-V def2-TZVPD RIJCOSX def2/J DEFGRID3
* xyz 0 2
C -0.575 -1.190 1.942
C 0.004 -0.345 0.792
C -0.896 -0.335 -0.446
C -0.338 0.353 -1.741
N 0.531 1.586 -1.442
N 1.438 -0.532 0.600
H 0.246 -1.346 2.643
H -0.943 -2.162 1.601
H -1.375 -0.722 2.513
H -0.065 0.684 1.190
H -1.756 0.296 -0.223
H -1.242 -1.311 -0.786
H 0.322 -0.230 -2.372
H -1.252 0.747 -2.179
H 1.033 1.860 -2.316
H 1.075 1.321 -0.598
H -0.033 2.438 -1.230
H 1.769 -1.323 1.140
H 2.057 0.211 0.911
*
```

Summary:
Kohn-Sham gap (spin up / spin down)	4.43 / 10.58	eV
HOMO (spin up / spin down)	-3.44 / -9.81	eV

***

--- b ---
Formula: C4H13N2
Source: OMol25
Level of theory: ωB97M-V/def2-TZVPD

The geometry in ORCA input format:
```
! wB97M-V def2-TZVPD RIJCOSX def2/J DEFGRID3
* xyz 0 2
C 1.319 -2.014 0.278
C 0.308 -0.865 0.060
C 0.979 0.605 0.082
C -0.071 1.879 -0.014
N -1.305 1.586 -0.886
N -0.963 -1.165 0.719
H 0.651 -2.911 0.489
H 2.015 -1.821 1.171
H 1.957 -2.306 -0.571
H 0.012 -1.025 -1.030
H 1.570 0.768 -0.938
H 1.672 0.874 0.980
H -0.600 2.250 0.919
H 0.555 2.565 -0.619
H -1.945 2.310 -0.759
H -1.489 0.534 -0.605
H -1.141 1.653 -1.859
H -0.832 -1.983 1.338
H -1.756 -1.479 0.217
*
```

Summary:
Kohn-Sham gap (spin up / spin down)	4.33 / 10.45	eV
HOMO (spin up / spin down)	-3.35 / -9.68	eV

***

Most stable = a

***

--- a ---
Formula: C2H7N2S
Source: OMol25
Level of theory: ωB97M-V/def2-TZVPD

The geometry in ORCA input format:
```
! wB97M-V def2-TZVPD RIJCOSX def2/J DEFGRID3
* xyz -1 1
C -1.135 -2.069 0.637
S -0.270 -1.373 2.067
H -1.065 -3.165 0.570
H -0.602 -1.787 -0.281
H -2.183 -1.799 0.629
N 0.025 1.416 0.255
C 0.903 1.345 -0.759
N 1.655 2.292 -1.205
H -0.204 2.340 0.581
H -0.226 0.544 0.736
H 0.914 0.378 -1.267
H 2.188 1.877 -1.962
*
```

Summary:
Kohn-Sham gap	6.77	eV
HOMO	-2.64	eV

***

--- b ---
Formula: C2H7N2S
Source: OMol25
Level of theory: ωB97M-V/def2-TZVPD

The geometry in ORCA input format:
```
! wB97M-V def2-TZVPD RIJCOSX def2/J DEFGRID3
* xyz -1 1
S 1.565 0.923 3.191
H 1.885 1.438 4.390
C 0.524 0.462 0.067
N -1.105 -0.668 -2.074
C -0.837 -1.245 -0.815
N -0.185 -0.799 0.166
H 1.568 0.321 0.351
H 0.157 1.149 0.830
H 0.524 0.925 -0.928
H -2.092 -0.517 -2.230
H -0.619 0.189 -2.287
H -1.384 -2.176 -0.661
*
```

Summary:
Kohn-Sham gap	5.86	eV
HOMO	-2.38	eV

***

Most stable = a

***

--- a ---
Formula: C20H28N4O4
Source: OMol25
Level of theory: ωB97M-V/def2-TZVPD

The geometry in ORCA input format:
```
! wB97M-V def2-TZVPD RIJCOSX def2/J DEFGRID3
* xyz 0 1
C -4.761 -3.960 2.688
C -3.936 -2.754 3.114
C -3.558 -2.834 4.597
C -4.732 -1.474 2.884
O -5.948 -1.478 2.922
N -4.025 -0.307 2.716
C -4.756 0.893 2.345
C -2.618 -0.287 2.421
C -2.314 -0.698 0.977
O -3.173 -1.151 0.244
N -1.020 -0.557 0.598
C -0.597 -0.782 -0.781
C 0.548 0.220 -1.009
C 1.668 -0.397 -1.839
N 2.721 0.548 -2.161
C 3.900 0.579 -1.488
O 4.135 -0.136 -0.527
C 4.905 1.558 -1.960
C 6.102 1.870 -1.257
N 6.805 2.771 -1.868
O 6.084 3.094 -3.010
C 4.958 2.371 -3.051
C 4.062 2.616 -4.197
C 4.637 2.611 -5.585
C 3.747 1.488 -5.155
C 1.012 0.611 0.394
C 0.158 1.571 1.176
C 0.010 0.086 1.372
H -5.013 -3.903 1.629
H -4.197 -4.877 2.863
H -5.692 -4.004 3.251
H -3.027 -2.737 2.511
H -2.960 -1.980 4.919
H -4.462 -2.857 5.209
H -2.990 -3.744 4.796
H -5.792 0.774 2.644
H -4.327 1.758 2.853
H -4.719 1.052 1.264
H -2.242 0.724 2.589
H -2.058 -0.932 3.101
H -0.240 -1.811 -0.903
H -1.445 -0.643 -1.449
H 0.170 1.102 -1.536
H 2.123 -1.221 -1.288
H 1.263 -0.800 -2.770
H 2.612 1.144 -2.963
H 6.449 1.444 -0.330
H 3.272 3.333 -4.004
H 4.248 3.336 -6.284
H 5.695 2.410 -5.675
H 4.206 0.530 -4.953
H 2.747 1.441 -5.564
H 2.068 0.553 0.615
H 0.634 2.141 1.962
H -0.646 2.076 0.654
H 0.311 -0.383 2.299
*
```

Summary:
SMILES string	CC(C)C(=O)N(C)CC(=O)N1C[C@H](CNC(=O)c2cnoc2C2CC2)[C@H]2C[C@H]21
Kohn-Sham gap	9.34	eV
HOMO	-9.03	eV

***

--- b ---
Formula: C20H28N4O4
Source: OMol25
Level of theory: ωB97M-V/def2-TZVPD

The geometry in ORCA input format:
```
! wB97M-V def2-TZVPD RIJCOSX def2/J DEFGRID3
* xyz 0 1
C -1.077 3.681 0.024
C -1.298 2.298 -0.574
C -2.787 2.032 -0.819
C -0.761 1.232 0.374
O -0.716 1.427 1.575
N -0.418 0.014 -0.163
C 0.237 -0.949 0.706
C -0.216 -0.180 -1.572
C 1.098 0.432 -2.069
O 1.774 1.157 -1.363
N 1.429 0.133 -3.349
C 2.710 0.536 -3.922
C 3.062 -0.583 -4.918
C 3.686 -0.015 -6.188
N 4.130 -1.043 -7.113
C 3.409 -1.415 -8.200
O 2.309 -0.960 -8.460
C 4.067 -2.457 -9.041
C 3.800 -3.854 -9.051
N 4.567 -4.488 -9.885
O 5.363 -3.520 -10.468
C 5.060 -2.317 -9.954
C 5.802 -1.166 -10.485
C 5.270 -0.454 -11.706
C 5.227 0.219 -10.370
C 1.739 -1.299 -5.188
C 1.214 -2.231 -4.130
C 0.737 -0.805 -4.195
H -0.016 3.869 0.185
H -1.468 4.445 -0.651
H -1.582 3.765 0.985
H -0.762 2.252 -1.523
H -2.966 1.047 -1.256
H -3.331 2.080 0.126
H -3.204 2.784 -1.490
H -0.095 -0.784 1.726
H -0.031 -1.959 0.394
H 1.325 -0.835 0.669
H -0.212 -1.252 -1.781
H -1.040 0.236 -2.154
H 2.606 1.496 -4.440
H 3.440 0.667 -3.127
H 3.775 -1.276 -4.460
H 2.956 0.602 -6.713
H 4.540 0.615 -5.933
H 5.026 -1.478 -6.976
H 3.076 -4.406 -8.472
H 6.878 -1.263 -10.423
H 5.993 -0.120 -12.435
H 4.335 -0.813 -12.113
H 4.257 0.332 -9.907
H 5.921 1.024 -10.177
H 1.445 -1.458 -6.216
H 0.529 -3.008 -4.441
H 1.872 -2.489 -3.309
H -0.280 -0.571 -4.478
*
```

Summary:
SMILES string	CC(C)C(=O)N(C)CC(=O)N1C[C@H](CNC(=O)c2cnoc2C2CC2)[C@H]2C[C@H]21
Kohn-Sham gap	9.48	eV
HOMO	-9.05	eV

***

Most stable = a

***

--- a ---
Formula: C4H11N2OS
Source: OMol25
Level of theory: ωB97M-V/def2-TZVPD

The geometry in ORCA input format:
```
! wB97M-V def2-TZVPD RIJCOSX def2/J DEFGRID3
* xyz 1 1
N 0.238 -1.502 -0.130
C 0.609 -0.218 -0.641
C 0.443 0.972 0.310
C -1.061 1.222 0.557
S -1.795 -0.293 1.051
C 2.155 -0.190 -0.998
N 2.261 -0.061 -2.410
O 2.926 -0.064 -0.105
H -0.773 -1.478 0.213
H 0.903 -1.879 0.550
H 2.300 -1.117 -1.986
H 0.047 -0.129 -1.564
H 0.927 1.863 -0.071
H 0.927 0.691 1.241
H -1.036 1.974 1.356
H -1.673 1.591 -0.259
H -5.528 -1.122 2.629
H -5.086 -0.548 2.789
H 3.217 0.289 -2.533
*
```

Summary:
Kohn-Sham gap	6.28	eV
HOMO	-14.68	eV

***

--- b ---
Formula: C4H11N2OS
Source: OMol25
Level of theory: ωB97M-V/def2-TZVPD

The geometry in ORCA input format:
```
! wB97M-V def2-TZVPD RIJCOSX def2/J DEFGRID3
* xyz 1 1
N 1.515 -0.948 1.933
C 1.479 0.099 1.102
O 2.391 0.880 0.909
C 0.156 0.328 0.383
N 0.254 1.653 -0.256
C -0.093 -0.732 -0.690
C -1.441 -0.667 -1.449
S -2.731 0.424 -0.790
H 2.413 -1.164 2.339
H 0.808 -1.664 1.892
H -0.621 0.387 1.134
H 0.260 2.435 0.405
H -0.452 1.803 -0.979
H 1.207 1.718 -0.653
H 0.028 -1.726 -0.279
H 0.722 -0.555 -1.403
H -1.277 -0.420 -2.496
H -1.874 -1.662 -1.507
H -2.745 -0.188 0.403
*
```

Summary:
SMILES string	NC(=O)[C@@H]([NH3+])CCS
Kohn-Sham gap	10.20	eV
HOMO	-13.43	eV

***

Most stable = b

***

--- a ---
Formula: C20H40O26S6
Source: OMol25
Level of theory: ωB97M-V/def2-TZVPD

The geometry in ORCA input format:
```
! wB97M-V def2-TZVPD RIJCOSX def2/J DEFGRID3
* xyz 0 1
C 10.475 5.218 -15.494
C 10.380 5.793 -16.920
C 11.403 6.913 -16.943
O 12.397 6.550 -15.968
C 11.782 5.848 -14.920
H 10.625 4.147 -15.589
H 9.652 5.496 -14.840
H 9.425 6.185 -17.272
H 10.662 5.007 -17.621
H 11.039 7.896 -16.616
H 11.987 7.122 -17.840
H 11.569 6.514 -14.071
H 12.435 5.091 -14.477
C 16.194 12.129 -11.159
C 17.073 13.118 -11.905
C 16.241 14.384 -11.752
O 14.921 13.900 -12.051
C 14.774 12.621 -11.428
H 16.475 12.058 -10.108
H 16.480 11.169 -11.595
H 17.122 12.999 -12.993
H 18.115 13.231 -11.605
H 16.479 15.256 -12.363
H 16.175 14.798 -10.734
H 14.207 11.958 -12.088
H 14.159 12.751 -10.532
C 18.138 7.879 -9.381
C 17.478 9.232 -9.108
O 17.524 9.351 -7.679
S 18.128 8.038 -6.964
O 17.249 7.639 -5.915
O 19.517 8.209 -6.713
O 17.889 7.083 -8.213
H 19.214 8.064 -9.458
H 17.856 7.300 -10.252
H 16.461 9.265 -9.485
H 18.046 10.025 -9.589
C 14.547 6.118 -7.972
C 13.078 6.443 -7.687
O 12.574 7.169 -8.829
S 13.700 7.296 -9.989
O 14.470 8.502 -9.917
O 13.088 6.915 -11.215
O 14.600 6.105 -9.383
H 14.769 5.148 -7.522
H 15.327 6.754 -7.547
H 12.889 7.077 -6.821
H 12.460 5.552 -7.587
C 15.735 4.351 -13.336
C 16.466 4.566 -11.972
O 16.172 3.381 -11.181
S 14.731 2.824 -11.613
O 13.713 3.685 -11.090
O 14.693 1.410 -11.478
O 14.938 3.197 -13.189
H 16.507 4.176 -14.084
H 15.199 5.250 -13.638
H 16.134 5.429 -11.400
H 17.539 4.439 -12.088
C 14.383 8.582 -13.292
C 14.796 9.690 -14.235
O 16.166 9.982 -13.904
S 16.889 8.556 -13.583
O 17.766 8.749 -12.463
O 17.413 7.981 -14.784
O 15.557 7.771 -13.160
H 13.633 7.964 -13.784
H 13.903 8.962 -12.395
H 14.217 10.603 -14.138
H 14.760 9.329 -15.266
C 15.134 15.130 -15.242
C 14.208 13.885 -15.229
O 14.461 13.171 -16.454
S 15.560 13.964 -17.344
O 15.155 13.977 -18.698
O 16.889 13.554 -16.995
O 15.246 15.375 -16.637
H 16.055 14.867 -14.720
H 14.707 16.011 -14.777
H 13.155 14.163 -15.297
H 14.410 13.204 -14.408
C 10.640 11.941 -13.398
C 9.472 11.157 -14.016
O 9.950 10.906 -15.352
S 11.458 10.370 -15.171
O 12.264 10.582 -16.319
O 11.472 9.105 -14.511
O 11.820 11.561 -14.107
H 10.788 11.847 -12.324
H 10.478 13.002 -13.602
H 8.594 11.774 -14.196
H 9.152 10.252 -13.502
*
```

Summary:
Kohn-Sham gap	9.38	eV
HOMO	-9.50	eV

***

--- b ---
Formula: C20H40O26S6
Source: OMol25
Level of theory: ωB97M-V/def2-TZVPD

The geometry in ORCA input format:
```
! wB97M-V def2-TZVPD RIJCOSX def2/J DEFGRID3
* xyz 0 1
O 2.560 -4.036 3.690
S 2.969 -4.098 2.332
O 2.961 -5.330 1.595
O 2.118 -2.991 1.508
C 2.955 -2.047 0.879
C 4.198 -2.006 1.762
O 4.408 -3.377 2.118
H 3.247 -2.379 -0.121
H 2.465 -1.075 0.834
H 4.077 -1.422 2.671
H 5.010 -1.559 1.190
O -3.458 2.230 -1.272
S -3.380 2.143 -2.707
O -3.238 3.378 -3.431
O -2.314 1.008 -3.201
C -2.885 -0.118 -3.817
C -4.291 0.336 -4.258
O -4.644 1.321 -3.286
H -2.259 -0.430 -4.649
H -2.975 -0.895 -3.054
H -5.102 -0.388 -4.223
H -4.333 0.735 -5.274
O -0.466 -0.045 1.813
S -0.658 0.300 0.419
O -1.588 -0.469 -0.349
O -0.794 1.924 0.226
C 0.021 2.446 -0.822
C 1.220 1.542 -0.870
O 0.758 0.250 -0.427
H -0.594 2.315 -1.710
H 0.321 3.490 -0.880
H 2.007 1.759 -0.145
H 1.725 1.419 -1.823
O 3.746 2.855 1.439
S 3.307 2.057 2.557
O 4.093 0.902 2.892
O 3.069 3.034 3.813
C 1.685 3.282 4.084
C 0.880 2.471 3.064
O 1.795 1.553 2.425
H 1.539 2.894 5.093
H 1.453 4.341 4.014
H 0.570 3.125 2.247
H 0.097 1.846 3.475
O -6.349 2.516 2.563
S -5.418 1.457 2.335
O -5.499 0.740 1.098
O -3.873 1.901 2.567
C -3.341 1.440 3.792
C -4.190 0.271 4.305
O -5.476 0.524 3.662
H -2.273 1.233 3.767
H -3.425 2.299 4.469
H -4.476 0.256 5.350
H -3.885 -0.691 3.896
O 2.761 4.007 -2.387
S 1.937 4.158 -3.542
O 0.889 3.205 -3.729
O 1.274 5.644 -3.656
C 2.243 6.483 -4.283
C 2.646 5.635 -5.463
O 2.840 4.343 -4.869
H 1.740 7.416 -4.532
H 3.030 6.682 -3.550
H 3.592 5.939 -5.912
H 1.929 5.525 -6.277
C 1.601 -2.107 -3.171
C 2.775 -2.919 -3.741
C 2.185 -4.267 -4.121
O 0.776 -4.196 -3.895
C 0.497 -3.173 -2.963
H 1.352 -1.245 -3.786
H 1.878 -1.686 -2.201
H 3.667 -2.931 -3.118
H 3.110 -2.382 -4.634
H 2.575 -5.063 -3.477
H 2.272 -4.554 -5.168
H 0.498 -3.552 -1.933
H -0.515 -2.783 -3.082
C -2.205 -4.593 2.718
C -2.053 -4.778 4.228
C -1.201 -3.569 4.655
O -1.359 -2.591 3.652
C -1.432 -3.316 2.412
H -3.219 -4.450 2.352
H -1.701 -5.430 2.233
H -1.477 -5.643 4.571
H -2.939 -4.880 4.858
H -0.151 -3.890 4.713
H -1.439 -3.191 5.651
H -0.440 -3.498 1.987
H -2.006 -2.588 1.836
*
```

Summary:
SMILES string	O=S1(=O)OCCO1.O=S1(=O)OCCO1.O=S1(=O)OCCO1.O=S1(=O)OCCO1.O=S1(=O)OCCO1.O=S1(=O)OCCO1.C1CCOC1.C1CCOC1
Kohn-Sham gap	9.49	eV
HOMO	-9.31	eV

***

Most stable = a

***

--- a ---
Formula: C3H3FN2O2
Source: OMol25
Level of theory: ωB97M-V/def2-TZVPD

The geometry in ORCA input format:
```
! wB97M-V def2-TZVPD RIJCOSX def2/J DEFGRID3
* xyz 0 1
O 2.468 1.609 0.444
C 1.599 0.855 0.186
N 1.316 0.299 -1.096
N -0.061 -0.131 -1.186
C -0.370 -0.114 0.104
C -1.675 -0.592 0.540
F -1.510 -1.930 0.990
O 0.384 0.481 0.903
H 2.238 0.042 -1.809
H -2.310 -0.622 -0.518
H -2.079 0.103 1.441
*
```

Summary:
SMILES string	O=c1[nH]nc(CF)o1
Kohn-Sham gap	10.04	eV
HOMO	-9.59	eV

***

--- b ---
Formula: C3H3FN2O2
Source: OMol25
Level of theory: ωB97M-V/def2-TZVPD

The geometry in ORCA input format:
```
! wB97M-V def2-TZVPD RIJCOSX def2/J DEFGRID3
* xyz 0 1
N -1.976 0.152 0.168
N -0.743 -0.123 -0.379
O -0.221 -1.400 -0.033
C 1.136 -1.257 0.005
C 1.499 0.056 -0.102
F 2.731 0.531 0.026
C 0.316 0.898 -0.140
O 0.063 2.073 -0.047
H -2.571 0.371 -0.592
H -1.963 0.843 0.941
H 1.730 -2.144 0.152
*
```

Summary:
SMILES string	Nn1occ(F)c1=O
Kohn-Sham gap	9.95	eV
HOMO	-9.54	eV

***

Most stable = a

***

--- a ---
Formula: H5NO
Source: OMol25
Level of theory: ωB97M-V/def2-TZVPD

The geometry in ORCA input format:
```
! wB97M-V def2-TZVPD RIJCOSX def2/J DEFGRID3
* xyz 0 1
N 0.000 0.000 0.000
H 0.487 0.128 -0.893
H -0.988 -0.165 -0.220
H 0.361 -0.865 0.415
O -2.195 -0.655 -1.164
H -1.838 -1.570 -1.225
H -2.493 -0.443 -2.078
*
```

Summary:
SMILES string	N.O
Kohn-Sham gap	9.94	eV
HOMO	-9.28	eV

***

--- b ---
Formula: H5NO
Source: OMol25
Level of theory: ωB97M-V/def2-TZVPD

The geometry in ORCA input format:
```
! wB97M-V def2-TZVPD RIJCOSX def2/J DEFGRID3
* xyz 0 1
N 0.000 0.000 0.000
H -0.310 -0.958 -0.194
H -0.729 0.627 -0.355
H 0.015 0.108 1.019
O -6.995 1.533 2.841
H -7.666 0.964 3.283
H -6.146 1.048 2.954
*
```

Summary:
SMILES string	N.O
Kohn-Sham gap	11.16	eV
HOMO	-10.21	eV

***

Most stable = b

***

--- a ---
Formula: C6H21NO5
Source: OMol25
Level of theory: ωB97M-V/def2-TZVPD

The geometry in ORCA input format:
```
! wB97M-V def2-TZVPD RIJCOSX def2/J DEFGRID3
* xyz 0 1
C 3.170 -0.060 0.010
C 2.156 -0.934 -0.032
C 0.828 -0.601 0.550
C 0.067 -1.527 1.115
C -1.293 -1.254 1.660
C -2.323 -1.941 0.697
N -1.801 -2.540 -0.540
H 3.034 0.957 0.347
H 4.177 -0.271 -0.324
H 2.258 -1.959 -0.353
H 0.467 0.361 0.236
H 0.441 -2.512 1.330
H -1.436 -1.579 2.684
H -1.568 -0.165 1.701
H -3.135 -1.207 0.394
H -2.891 -2.666 1.312
H -1.242 -1.867 -1.024
H -1.227 -3.331 -0.378
O 2.017 2.151 -1.630
H 1.267 2.760 -1.659
H 1.993 1.923 -0.697
O -0.196 2.382 -0.104
H -0.771 1.791 -0.643
H -0.605 3.097 0.390
O 0.820 -0.053 -2.572
H 1.468 -0.768 -2.543
H 1.288 0.769 -2.299
O -1.168 1.777 3.233
H -0.462 1.924 3.856
H -0.936 1.293 2.445
O -1.780 0.832 -1.656
H -1.726 0.229 -0.904
H -1.160 0.435 -2.304
*
```

Summary:
SMILES string	C=C/C=C/CCN.O.O.O.O.O
Kohn-Sham gap	9.72	eV
HOMO	-9.19	eV

***

--- b ---
Formula: C6H21NO5
Source: OMol25
Level of theory: ωB97M-V/def2-TZVPD

The geometry in ORCA input format:
```
! wB97M-V def2-TZVPD RIJCOSX def2/J DEFGRID3
* xyz 0 1
C -1.103 -1.040 3.657
C -1.352 -1.426 2.261
C -0.601 -2.049 1.382
C -1.105 -2.381 -0.041
C -1.678 -1.169 -0.912
C -2.022 -1.359 -2.199
N -2.724 -0.353 -2.917
H -0.043 -1.269 3.903
H -1.045 0.058 3.909
H -1.726 -1.589 4.381
H -2.329 -1.178 1.933
H 0.392 -2.446 1.407
H -0.261 -2.658 -0.562
H -1.825 -3.181 -0.047
H -1.910 -0.222 -0.469
H -2.112 -2.274 -2.783
H -2.982 -0.770 -3.720
H -2.723 0.559 -2.679
O 2.254 -0.375 0.643
H 1.386 -0.587 0.521
H 2.375 0.409 1.358
O 2.971 2.885 -0.700
H 2.909 2.100 -1.208
H 3.505 2.609 0.022
O 1.922 -0.384 -3.117
H 1.770 -0.127 -2.163
H 1.150 -0.848 -3.589
O 0.517 3.682 0.222
H 1.278 3.347 -0.257
H -0.123 3.990 -0.412
O 0.771 1.538 1.965
H 0.370 2.134 2.658
H 0.693 2.190 1.234
*
```

Summary:
SMILES string	C/C=C/C/C=C/N.O.O.O.O.O
Kohn-Sham gap	8.34	eV
HOMO	-7.97	eV

***

Most stable = a